{
  "formula": "C7H12N4OS",
  "method": "ωB97M-V/def2-TZVPD",
  "species": ["C", "C", "C", "C", "C", "C", "C", "N", "N", "N", "N", "O", "S", "H", "H", "H", "H", "H", "H", "H", "H", "H", "H", "H", "H"],
  "coordinates": [[-1.71, 1.89, -0.16], [-0.43, 1.48, -0.33], [-2.71, 0.93, 0.50], [-0.03, 0.10, 0.16], [-2.17, -0.30, 1.14], [-1.75, -0.99, -1.19], [4.92, 0.73, -0.07], [1.15, -0.38, 0.39], [2.49, 0.21, 0.07], [-0.71, -2.19, 0.71], [-1.12, -0.85, 0.19], [-3.86, 1.10, 0.44], [3.64, 0.66, 1.05], [-2.06, 2.76, -0.76], [0.37, 2.20, -0.58], [-1.78, -0.12, 2.23], [-3.11, -1.04, 1.18], [-1.00, -1.20, -1.98], [-2.41, -1.87, -1.05], [-2.35, -0.11, -1.50], [4.70, 0.33, -1.08], [5.77, 0.22, 0.41], [5.21, 1.75, -0.28], [-1.23, -3.00, 0.24], [0.18, -2.29, 0.30]],
  "mulliken_charge": [-0.44, -0.38, 0.29, 0.46, -0.19, -0.82, -0.67, -0.17, -0.18, -0.72, 0.35, -0.38, 0.49, 0.45, 0.43, 0.38, 0.32, 0.34, 0.43, 0.41, 0.31, 0.34, 0.38, 0.33, 0.26],
  "e_tot_ev": -26273.090,
  "e_above_lowest_kj_mol": 154.4,
  "charge": 2,
  "mol_weight_g_mol": 200.3,
  "homo_ev": -17.4,
  "multiplicity": 1
}